[1]
34
Properties=species:S:1:pos:R:3:nbo_charge:R:1 method="wB97M-V/def2-TZVPD" largest_force_ev_per_a=17.1 homo_lumo_gap_ev=6.89 charge=+3
H 0.66894 -0.41670 4.07013 0.292
C -1.66946 -3.08980 -2.01507 0.476
C 1.68794 -0.11380 -0.04667 -0.727
C 0.66094 -0.65530 2.98643 -0.623
C -1.15976 1.55490 -0.05337 -0.718
C -1.79936 -0.50550 -2.22217 0.496
O 0.77544 -3.57460 0.43403 -0.149
O 0.87704 0.22280 -6.08317 -0.398
C 2.61494 1.01390 0.40303 -0.620
H 0.14004 -1.69930 -2.06427 -0.066
H 0.31454 3.15040 0.16313 0.239
O -3.26546 -1.62500 0.99163 -0.124
C 0.07394 0.52270 2.20913 -0.696
O -2.22926 0.21380 -3.00677 -0.121
H 0.03804 -1.56220 2.83103 0.187
H 0.67064 1.43660 2.39093 0.309
H 2.06204 -1.06970 0.36963 0.270
H 1.70104 -0.87110 2.67103 0.225
C -0.71526 2.91180 0.49153 -0.619
H -1.39506 3.69880 0.10143 0.284
H 1.74464 -0.17020 -1.15307 0.262
C 0.05934 -2.84900 -0.09377 0.482
H -0.78026 2.95460 1.59683 0.243
C 0.16704 0.10350 -5.20627 0.408
H -1.15136 1.65730 -1.15277 0.238
H 2.28624 1.98260 -0.01977 0.236
H -2.19666 1.35550 0.29143 0.267
C -2.40886 -1.64370 0.22293 0.447
H 2.67114 1.08410 1.50733 0.236
P -0.08216 0.12750 0.41973 0.981
O -2.01906 -3.96380 -2.67217 -0.094
H 3.64264 0.80530 0.03973 0.287
H -0.95076 0.68720 2.60913 0.267
Sn -1.03386 -1.67370 -1.01097 0.824

=====

[2]
28
Properties=species:S:1:pos:R:3:nbo_charge:R:1 method="wB97M-V/def2-TZVPD" largest_force_ev_per_a=5.2 homo_lumo_gap_ev=9.74 smiles="CC(C)(C)[N@@H+]1C=CC=C[C@H]1N" charge=+1
H -1.00447 0.03060 -1.74289 0.235
H -1.26864 -2.74931 -0.31965 0.252
N 0.76912 -2.03640 1.89428 -0.782
H 0.16821 -2.78527 -2.17072 0.244
C 1.74051 -0.28564 -0.56259 -0.037
C 0.02980 -1.44814 0.98689 0.173
H 2.67327 0.18447 -0.61394 0.226
C 0.22265 2.47524 -0.56542 -0.618
C -0.34875 -2.24731 -0.19168 -0.238
H 2.23416 -1.45971 -2.24655 0.259
H 0.83974 2.88118 0.26440 0.209
H 0.89813 2.28233 -1.36357 0.227
H -2.04535 0.76762 1.53711 0.231
H -0.55612 2.01591 1.96995 0.227
H -1.84796 2.39987 0.94761 0.253
C -1.27822 1.55747 1.26848 -0.655
C -0.47332 1.17145 0.02409 0.176
H 1.08690 0.47655 1.26963 0.416
H -0.53741 3.17086 -0.90726 0.238
C 0.34692 -2.15685 -1.31011 -0.188
C -1.44831 0.66233 -0.98837 -0.660
H 1.53499 -2.70142 1.69465 0.418
H -1.82941 1.51218 -1.67024 0.251
C 1.59281 -1.36538 -1.29531 -0.220
H 0.96274 -1.72396 2.89774 0.421
H -2.24869 0.10446 -0.52439 0.216
N 0.67848 0.14425 0.36130 -0.507
H -0.89178 -0.87739 1.35656 0.231

=====

[3]
112
Properties=species:S:1:pos:R:3:lowdin_spin:R:1 method="wB97M-V/def2-TZVPD" largest_force_ev_per_a=2.6 homo_lumo_gap_ev="7.87 / 5.67" multiplicity=6 charge=+1 s2=8.773
C -2.22116 -0.67927 2.69079 0.011
N -1.50341 2.12018 -2.81514 0.034
C -3.54090 2.97596 -4.05980 0.001
H 0.49449 7.47432 -0.46786 0.000
H -4.40790 0.25021 0.05975 0.000
H -5.25444 -2.76160 3.78786 0.000
H -2.10054 0.72701 -0.71730 0.020
H -2.35138 0.28213 -3.22854 0.000
C 1.24534 6.86982 -0.97860 0.000
N -1.06389 3.93565 -1.70691 0.032
C 2.25575 6.35684 0.03791 0.000
C -1.93065 -2.55583 -0.61861 0.014
H -5.46089 -0.31639 3.56624 0.000
C -0.51309 -4.72860 2.14741 0.004
C -1.08402 -5.60120 3.07105 0.001
H 3.95017 2.82888 -1.56742 0.001
H 5.21181 -1.01862 2.80538 0.005
H 5.40236 -1.61438 0.45010 0.002
H -2.66955 6.30169 -2.18188 0.000
C -2.89944 5.38341 -2.69697 0.002
C -0.63140 -7.48005 1.64468 0.000
C 0.87349 -0.58445 -5.19847 0.000
C -2.09964 -2.04985 2.82417 0.003
Se 0.07568 1.65513 0.53213 1.471
H 5.34173 0.20188 -1.26548 0.001
C -0.66867 2.66447 -1.90465 0.296
H 2.51569 0.88214 -3.63089 0.000
N -1.57040 -1.27393 -0.83056 -0.001
C 1.63454 -0.76971 5.36503 0.000
C -4.40404 -2.17115 3.48207 0.000
P 3.19215 -1.24234 1.45308 0.121
H 4.80031 0.86207 0.28725 0.000
H -5.09452 -2.11332 0.45098 0.001
H 0.86383 1.54708 -4.78658 0.000
H -3.50015 1.02327 2.84181 0.000
C -0.00184 -5.27155 0.97231 0.000
H -1.37295 -0.09284 2.36132 0.019
H 2.50079 -1.42838 7.20865 0.000
H 0.36833 -7.02296 -0.19298 0.000
C -4.28285 4.12713 -4.23694 0.002
C 1.94323 -1.71436 6.32903 0.000
H 1.76690 5.82957 0.85092 0.000
H -1.48872 -5.21824 3.99869 0.000
P 2.93592 0.63787 -1.26870 0.108
Rh 1.23441 -0.40539 0.14068 2.293
C -3.42484 -0.04797 2.95326 0.001
C 0.80927 -3.39658 5.04438 0.000
C 3.34332 0.48296 -3.05303 0.038
C -3.19547 -2.79424 3.22302 0.001
H 1.90784 -0.60331 -5.53680 0.000
H 3.48586 -0.56278 -3.31407 0.000
H 2.96750 5.68621 -0.43628 0.000
C -3.72421 -0.56169 -0.12658 0.002
H -5.13083 4.11030 -4.90467 0.000
H -0.59830 0.27910 -2.92617 0.000
C 0.51143 -2.45526 4.07403 0.001
H 4.08133 -1.94304 -0.68884 0.002
H -4.55390 6.19427 -3.76155 0.000
H -0.03865 6.20862 -2.56093 0.000
C 0.28903 0.81479 -5.35955 0.000
H 0.68805 -0.40940 3.48073 0.003
H 0.19953 4.34350 -0.14683 0.014
H 1.94369 0.25832 5.48694 0.000
C -1.41054 0.81353 -3.41945 0.003
H -0.68180 -8.54037 1.45220 0.000
H 1.76017 7.51771 -1.68869 0.000
H -1.61856 -7.61986 3.53978 0.000
C 4.55761 0.15032 -0.50656 0.010
H -3.42232 -3.91182 0.03066 0.000
C -2.45682 3.04564 -3.19488 0.011
H 4.24699 1.04383 -3.28413 0.006
H 3.02122 2.74467 -0.04907 0.008
C -2.45563 -0.28538 -0.57684 0.033
H 2.16515 2.90491 -1.58657 0.003
H -1.70721 0.05806 -5.41279 0.000
C -0.36876 4.90038 -0.89489 0.012
C -4.11038 -1.87485 0.09008 0.013
H 2.80825 7.19020 0.46354 0.000
H 1.30543 5.11514 -2.23030 0.000
H -3.11320 -3.86555 3.31740 0.000
C -3.95719 5.31285 -3.58075 0.001
O -0.40116 -0.99902 -1.29678 0.126
C -4.51819 -0.79713 3.35623 0.000
H 1.77554 -3.76838 6.91409 0.000
H -3.80449 2.06104 -4.56959 0.000
C 1.53445 -3.02603 6.16711 0.000
H -1.18044 -3.29933 -0.83706 0.000
C 4.21984 -0.56949 2.82930 0.027
C -1.17678 0.88461 -4.93691 0.000
H 2.67128 -3.58725 1.14336 0.000
Si -0.40039 -2.86124 2.42225 0.016
C -1.15295 -6.96121 2.81923 0.000
H -1.10488 5.53269 -0.39053 0.000
C 3.03516 2.46161 -1.10202 0.018
C 0.55545 5.75837 -1.76312 0.001
H 0.44412 -4.60581 0.24682 0.000
H 0.49243 -4.42163 4.93153 0.000
C 3.22413 -3.02103 1.88950 0.020
C 0.91986 -1.14290 4.23978 0.001
H 4.25431 -3.37354 1.93552 0.004
C 4.44117 -1.24904 0.07843 0.016
H 0.35333 1.10363 -6.41149 0.000
H 0.30786 -1.29217 -5.80087 0.000
C -3.17953 -2.87631 -0.14804 0.000
H 4.30992 0.51221 2.76343 0.000
H -1.60442 1.81344 -5.31779 0.000
H 2.74537 -3.16279 2.85616 0.000
H 3.73975 -0.81911 3.77288 0.000
C -0.04739 -6.62978 0.72262 0.000
O 0.25014 -2.10279 1.22527 0.152
H 0.83756 -0.91570 -4.16194 0.000
C -2.15463 4.22856 -2.49819 0.008

=====

[4]
143
Properties=species:S:1:pos:R:3:mulliken_charge:R:1 method="wB97M-V/def2-TZVPD" largest_force_ev_per_a=2.8 homo_lumo_gap_ev=9.09
H 1.70498 2.32179 6.52799 0.251
N -5.06949 -4.20420 4.19215 -0.428
O 1.00014 -6.64861 -0.54890 -0.431
C 5.98457 0.29790 -0.08937 -0.500
N -4.21404 3.33066 -2.45804 -0.358
H -6.51177 -2.10085 -0.83282 0.328
H 0.33605 5.51817 -0.63711 0.007
S 2.57379 -6.78398 -0.79302 0.990
H -4.42287 2.08015 -0.31693 0.190
H -3.11206 -3.55773 1.70133 0.089
H -0.21676 -5.27377 0.39542 0.297
O -0.19323 -4.00969 -3.13899 -0.369
H -1.82337 0.24786 3.90873 0.446
O 5.30873 -2.50668 3.09312 -0.261
O 1.55162 3.03975 -4.30350 -0.560
O 1.15410 -1.37287 1.00134 -0.099
C 3.35687 -2.12025 4.39632 0.192
H -5.40885 -5.08569 3.86076 0.159
C 3.89962 0.08619 -1.12233 1.383
O 1.84525 -2.74124 -2.76141 -0.352
H 0.54652 1.10876 0.12499 -0.302
H -1.15624 -4.69719 -4.86654 0.327
C 4.19765 -1.60138 3.23202 0.333
H -4.44803 -3.71283 -0.47551 0.088
H 1.65750 3.82207 5.61188 0.365
H -2.64329 5.92931 -0.59714 0.289
H 6.65198 -0.17905 0.62744 0.322
O -0.45893 6.19327 1.20697 -0.371
C 0.74253 -5.31338 -0.11523 0.411
H -0.55095 7.08205 -0.63163 0.392
H -2.21387 -4.15367 -3.64174 -0.007
C -2.60789 2.20744 4.61457 -0.479
O -0.09480 -1.37419 -1.08935 0.372
O 4.27036 4.35877 -2.74553 -0.562
O 0.96272 1.74046 -6.32010 -0.392
C 3.23736 2.29992 5.05220 -0.400
C -1.24446 -3.93615 -4.07930 -0.190
H -2.76157 -1.79323 -1.14899 -0.513
H 1.70435 -5.03056 1.84841 0.257
O 1.74118 -4.27967 -4.66945 -0.604
C 4.94285 0.24333 -2.26129 -0.325
H 4.31170 3.87996 0.08668 0.322
H 3.66924 2.85545 4.21932 0.153
O -4.76253 -1.16492 -1.50427 -0.513
O 1.89549 1.65472 2.45899 -0.105
H -3.97089 3.78696 -3.31529 0.216
C 2.18708 3.93067 -0.23079 1.867
O 6.58656 -3.64252 4.88117 -0.575
C -3.67076 -2.05710 -1.69200 1.053
C 1.88572 2.76200 5.54374 -0.375
H 3.30512 0.99805 -1.04495 -0.877
H 3.58125 -1.74290 2.34370 -0.205
C -0.25654 -0.03639 -1.55757 0.342
H 0.67378 0.23638 -2.05002 -0.263
H -1.13722 0.03479 -2.19256 -0.083
C -1.76289 5.28468 -0.51363 -0.202
C 6.26228 -0.00755 -1.52340 -0.863
H -4.73514 3.83760 -1.76639 0.173
O -0.94491 -0.15086 0.65727 -0.231
C -3.63397 0.87711 2.85424 0.539
H -4.69580 2.28620 5.19559 0.290
S -1.26822 5.03365 1.93023 0.723
H 6.58780 -1.04120 -1.69660 0.323
O -3.61147 1.28361 -3.28662 -0.576
H 3.96509 2.17654 5.84670 0.367
H 2.56013 -2.77599 4.05792 0.207
C -3.99026 1.96821 -2.34650 0.387
H -0.76625 1.55334 -7.42265 0.274
O 2.97265 -5.85813 0.43924 -0.235
O 2.88779 0.97731 4.62703 -0.310
O -4.49489 1.96239 3.16425 -0.497
O 3.64443 5.65561 -0.75698 -0.472
O -0.21094 1.34821 -4.27759 -0.068
H 7.11258 0.48081 -2.01195 0.390
S -0.16883 -1.52015 0.51044 0.247
H -4.44251 -4.72894 1.82823 0.184
S 5.33450 -3.62046 4.22960 0.961
O -1.96212 4.42980 0.61985 -0.156
H -3.30481 -1.97034 -2.72909 -0.450
C 1.93763 -4.94965 0.78892 0.200
C -0.49769 6.08325 -0.21355 -0.167
H -1.59661 1.55394 2.81188 -0.703
O 2.92590 -6.16121 -2.00975 -0.484
S 1.58739 1.06000 3.70247 1.118
H 4.78777 -0.51290 -3.02352 0.255
C -4.06834 2.61619 4.35845 -0.514
H -5.26437 -3.10910 -3.39370 0.231
O 2.15070 0.64956 -4.54658 -0.562
H -1.35972 -2.53897 -5.78603 0.441
H -1.96307 3.07515 4.47011 0.082
N -4.16340 1.48051 -1.08225 0.073
O -2.28840 5.57146 2.73908 -0.616
H 4.52839 -0.57395 3.32932 0.242
O -0.89933 -2.66600 0.88551 -0.331
H -3.46458 0.91156 1.77018 -0.468
H -6.25639 -4.02041 -2.26296 0.445
H 3.11259 -1.32488 5.08620 0.143
O 0.31790 -2.27303 -4.63289 -0.233
H -3.62499 -4.21860 -2.01310 0.138
H -4.24381 0.47389 -0.97505 0.155
H 3.34927 -0.83354 -1.31208 -0.380
N -3.81546 -4.05363 2.22071 -0.272
O 4.78546 -4.81885 3.70779 -0.496
H -0.51277 3.14784 -6.79810 0.312
O 0.85638 -0.13484 3.76619 -0.650
C -1.08265 -2.56790 -4.73547 0.115
O 2.97345 -8.10398 -0.52828 -0.584
H -1.68503 4.71348 -1.43228 0.253
H 5.98566 1.37074 0.16192 0.201
S 3.22616 5.12855 -2.19939 1.066
O 2.10008 4.15017 -1.64956 0.246
H -2.46232 1.85916 5.63542 0.356
H -1.11962 1.63513 -0.26299 0.042
C -1.14461 1.78814 -5.25131 -0.139
H -1.97712 1.09686 -5.37509 0.294
C -0.41356 0.81216 -0.29784 0.328
S 1.11987 -3.37904 -3.79278 0.947
C 3.49364 4.59592 0.19357 -0.251
H -4.06642 -0.10740 3.05236 -0.001
O 0.92680 2.15542 4.67305 -0.323
H 1.30505 4.39595 0.20750 -1.163
H -5.20898 -3.84050 5.11392 0.256
H -1.66169 2.69171 -4.91506 0.035
C -5.49952 -3.23867 -2.33563 -0.731
H -4.21189 3.68481 4.20549 0.268
O -0.35572 4.10309 2.48223 -0.203
H 0.65267 -4.62647 -0.95829 -0.330
H -6.58787 -1.39705 -2.50949 0.367
H 4.92118 1.25295 -2.66422 0.216
C -5.97443 -1.89394 -1.75995 -0.698
O -3.54954 -2.55002 3.91166 -0.573
O 2.67334 6.21696 -2.90448 -0.618
H 3.50914 5.08600 1.15937 0.296
H -1.62651 -1.79005 -4.19287 -0.223
H 2.20306 2.87146 -0.03381 -0.808
O 4.25635 -2.94094 5.19129 -0.448
O 4.61350 -0.07822 0.11433 -0.078
C -4.22137 -3.46038 -1.50830 -0.071
C -4.10731 -3.52703 3.46111 0.562
H 2.24216 -3.92153 0.59040 -0.086
C -0.39089 2.08962 -6.55436 -0.357
S 1.27479 1.72543 -4.75406 1.192
C -2.30079 1.15807 3.54786 0.739

=====

[5]
18
Properties=species:S:1:pos:R:3:nbo_charge:R:1 method="wB97M-V/def2-TZVPD" largest_force_ev_per_a=1.8 homo_lumo_gap_ev=10.74 smiles="CCCCC(N)=O"
H -1.58510 -1.02349 -1.66216 0.210
C -1.10828 0.68877 -0.30644 -0.503
C -0.15905 -1.71352 -0.08912 -0.399
H 1.82022 -1.18027 -0.71250 0.208
N 0.30308 2.03874 1.25748 -0.849
H -0.67075 -1.62638 0.88718 0.193
C 1.30132 -1.27758 0.24355 -0.617
H 1.82578 -1.99592 0.90352 0.206
H -0.03539 -0.40573 -1.83744 0.214
H -1.52161 0.33104 0.62402 0.196
C 0.00471 1.65228 -0.04515 0.681
O 0.56231 2.21919 -0.96131 -0.617
H -0.17839 1.80668 2.10567 0.397
C -0.73537 -0.63211 -1.05850 -0.390
H -0.16119 -2.69576 -0.60719 0.213
H -1.83513 1.31471 -0.82166 0.246
H 1.32184 -0.38670 0.86271 0.209
H 0.85100 2.88604 1.21735 0.401